[1]
Here is 2 unconnected molecules or ions with the total composition C10H8N2O2 from OMol25. Energies are from wB97M-V/def2-TZVPD.

The value obtained for the HOMO energy is -9.54 eV. Its LUMO energy is -0.788 eV. The total energy is -645.69176 Eh. The calculation puts the molar mass at 188.19 g mol⁻¹. Its gap between HOMO and LUMO is 8.7 eV. The SMILES is N#CC(=O)c1ccccc1.CC#[N+][O-].

Structure (XYZ):
```
22
C10H8N2O2, DFT wB97M-V/def2-TZVPD
N -1.4696 -3.7637 -0.9495
C -1.6330 -2.6612 -0.7011
C -1.8234 -1.3053 -0.2484
O -2.6029 -0.5474 -0.7363
C -0.8379 -0.8419 0.8258
C 0.1306 -1.6222 1.4857
C 0.9691 -1.0485 2.4474
C 0.9145 0.2703 2.7151
C 0.0194 1.0455 1.9365
C -0.9063 0.5416 1.0100
H 0.1348 -2.6393 1.4372
H 1.4665 -1.7556 3.0814
H 1.3488 0.7299 3.5024
H 0.0927 2.1497 1.9426
H -1.5803 1.1100 0.3989
C -0.0512 0.4777 -2.3006
C -0.0763 -0.9439 -2.3641
N 0.4453 -1.9698 -2.5122
O 0.5932 -3.1355 -2.6359
H -1.1001 0.8352 -2.6892
H 0.1941 0.8453 -1.2549
H 0.7129 0.8877 -2.9485
```

=====

[2]
Here is a molecular structure, C10H8N3O6Yb from OMol25. Energies are from wB97M-V/def2-TZVPD.

The value obtained for the HOMO energy (alpha / beta) is -14.97 / -14.97 eV. Its expectation value of S² is 0.751. Its LUMO energy (alpha / beta) is -8.414 / -9.301 eV. The total energy is -2159.61593 Eh. The calculation puts the molar mass at 439.23 g mol⁻¹. Its gap between HOMO and LUMO (alpha / beta) is 6.6 / 5.7 eV. Its spin multiplicity is 2. The net charge is +2.

Structure (XYZ):
```
28
C10H8N3O6Yb, DFT wB97M-V/def2-TZVPD
O -0.0594 -0.2189 -3.5553
C -0.6602 0.0687 -2.5586
Yb -0.9524 1.6264 -1.0969
O 2.4501 1.5689 -2.3719
C 1.4223 1.6370 -1.8648
C -1.9424 -1.1244 -2.1919
O -2.7401 -0.4697 -1.4923
C -1.6684 -2.4689 -2.3988
O -0.5875 -3.0348 -2.2187
C -0.5077 2.6603 -3.3762
O -0.1936 2.9518 -4.4425
H -2.6299 -2.7915 -2.7304
C -0.3155 1.6160 3.6271
N 0.1478 0.6794 2.6047
C 1.0193 -0.3269 2.8972
C 1.4449 -1.1549 1.9050
C 0.9365 -0.9590 0.5965
N 0.1402 0.0843 0.3091
C -0.2426 0.9112 1.3258
O -0.9738 1.9350 1.0778
N 1.2929 -1.7761 -0.4237
H 0.0414 1.2570 4.5936
H -1.4092 1.6656 3.6260
H 0.0796 2.6209 3.4366
H 1.3096 -0.3887 3.9454
H 2.1260 -1.9776 2.0867
H 1.8684 -2.5685 -0.1580
H 0.6037 -2.0226 -1.1513
```

=====

[3]
Here is a single C10H8O molecule from OMol25. Energies are from wB97M-V/def2-TZVPD.

The value obtained for the HOMO energy is -8.30 eV. Its LUMO energy is 0.946 eV. The total energy is -460.98958 Eh. The calculation puts the molar mass at 144.17 g mol⁻¹. Its gap between HOMO and LUMO is 9.2 eV. The SMILES is c1ccc(-c2ccco2)cc1.

Structure (XYZ):
```
19
C10H8O, DFT wB97M-V/def2-TZVPD
C 3.0911 -0.0789 0.0528
C 2.3668 -1.3400 -0.1696
C 1.0045 -1.2657 -0.2214
C 0.3831 -0.0527 -0.0539
C -1.1648 0.0217 -0.0956
C -2.0572 1.0026 -0.2930
C -3.3282 0.4523 -0.1249
C -3.1415 -0.8291 0.2825
O -1.7352 -1.0704 0.3626
C 1.1141 1.0608 0.2127
C 2.4596 1.0517 0.2568
H 4.2308 -0.3473 0.1478
H 2.8553 -2.2296 -0.4252
H 0.2633 -2.1863 -0.3633
H -1.9455 2.1240 -0.7069
H -4.1322 0.8789 -0.4492
H -3.9097 -1.4884 0.7601
H 0.6173 2.1264 0.4244
H 3.0284 2.1700 0.4034
```

=====

[4]
Here is 2 unconnected molecules or ions with the total composition C10H8P2 from OMol25. Energies are from wB97M-V/def2-TZVPD.

The value obtained for the HOMO energy is -9.15 eV. Its LUMO energy is 0.053 eV. The total energy is -1068.22546 Eh. The calculation puts the molar mass at 190.12 g mol⁻¹. Its gap between HOMO and LUMO is 9.2 eV. The SMILES is C#C[C@H](P=C)P(C#C)C#C.C#C.

Structure (XYZ):
```
20
C10H8P2, DFT wB97M-V/def2-TZVPD
C 3.0436 -1.5520 -0.0847
C 1.9204 -1.1693 0.0862
C 0.5804 -0.6821 0.2454
P -0.6639 -1.6763 -0.7678
C -1.6988 -2.1913 0.4261
P 0.4023 1.1098 -0.3696
C 1.6115 1.8094 0.7183
C 2.3134 2.4184 1.4825
C 1.4528 0.9827 -1.7847
C 2.0770 0.9766 -2.8130
H 4.0229 -1.9015 -0.2179
H 0.2844 -0.6869 1.3054
H -2.5653 -2.7706 0.1553
H -1.5719 -1.9930 1.4785
H 2.9733 2.8947 2.1520
H 2.6644 0.9262 -3.6824
C -3.8934 1.7496 -0.9162
C -3.1539 1.6669 0.0169
H -4.5479 1.8077 -1.7356
H -2.5048 1.6118 0.8400
```

=====

[5]
Here is a molecular structure, C10H9AsF9N2O10S2V from OMol25. Energies are from wB97M-V/def2-TZVPD.

The value obtained for the HOMO energy is -10.62 eV. Its LUMO energy is -3.356 eV. The total energy is -6123.33296 Eh. The calculation puts the molar mass at 678.17 g mol⁻¹. Its gap between HOMO and LUMO is 7.3 eV.

Structure (XYZ):
```
44
C10H9AsF9N2O10S2V, DFT wB97M-V/def2-TZVPD
V -0.1376 -1.3170 -1.9883
C 2.4733 2.8159 3.9058
C 1.5219 2.1640 2.9406
C 1.2516 0.7970 3.0278
C 0.3358 0.2008 2.1868
C -0.3040 0.9917 1.2355
C -0.0515 2.3497 1.1099
C 0.8730 2.9200 1.9692
S -1.6022 0.2671 0.3492
O -1.9382 1.2757 -0.6914
O -2.6801 -0.1102 1.2028
N -1.0234 -1.1286 -0.3436
C -1.7073 -2.3377 0.2086
C -1.3310 -3.4878 -0.6789
O -1.5418 -4.6344 -0.5202
O -0.6706 -2.9478 -1.7726
H 3.2340 2.1159 4.2485
H 1.9262 3.1650 4.7844
H 2.9645 3.6790 3.4590
H 1.7708 0.1948 3.7634
H 0.1432 -0.8634 2.2465
H -0.5534 2.9375 0.3556
H 1.0920 3.9767 1.8798
H -2.7896 -2.2212 0.1852
H -1.3835 -2.5642 1.2221
O -0.7404 -0.4796 -5.5776
N -0.1915 -0.7932 -4.5920
O -0.9926 -1.2818 -3.5638
O 0.9912 -0.7868 -4.3034
F 0.2052 0.3608 -1.8905
As -3.4276 1.3159 -2.0068
F -4.4638 1.2833 -0.6505
F -3.2663 3.0040 -1.8640
F -4.6740 1.3267 -3.1468
F -2.1811 1.2954 -3.1841
F -3.3138 -0.4157 -1.9248
F 4.2526 -0.7466 -0.7782
C 3.2788 -0.9568 0.0918
F 3.7870 -1.2253 1.2855
F 2.5079 0.1232 0.1617
S 2.2821 -2.4132 -0.4294
O 1.3130 -2.6198 0.6018
O 3.1696 -3.4454 -0.8191
O 1.5913 -1.7834 -1.6954
```

=====

[6]
Here is a molecular structure, C10H9Br12NO2 from OMol25. Energies are from wB97M-V/def2-TZVPD.

The value obtained for the HOMO energy is -9.97 eV. Its LUMO energy is -0.745 eV. The total energy is -31479.71427 Eh. The calculation puts the molar mass at 1134.04 g mol⁻¹. Its gap between HOMO and LUMO is 9.2 eV.

Structure (XYZ):
```
34
C10H9Br12NO2, DFT wB97M-V/def2-TZVPD
C -0.3945 -2.6337 3.2438
C 0.9771 -2.4119 3.1317
C 1.4004 -1.1571 2.7578
C 0.4779 -0.1438 2.4386
C -0.8849 -0.4274 2.4170
C -1.2955 -1.6368 2.9512
N 0.9252 1.1378 1.9272
O 2.1268 1.3440 1.9104
O 0.0944 1.9312 1.5238
H -0.7870 -3.6307 3.4089
H 1.7181 -3.1840 3.2717
H 2.4462 -0.8776 2.7501
H -1.6199 0.2622 2.0329
H -2.3492 -1.8839 2.9947
C 2.0818 0.0473 -3.3877
Br 2.5795 1.6103 -4.4075
Br 0.7913 -1.0715 -4.3038
Br 1.6272 0.3939 -1.5372
H 2.9179 -0.6356 -3.3373
C -1.8986 1.2213 -1.1227
Br -2.7917 1.4648 -2.8723
Br -1.6791 -0.7131 -0.8225
Br -2.9794 2.0526 0.2871
H -0.9120 1.6598 -1.1751
C 0.3463 -3.7020 -1.2486
Br 1.5752 -4.5146 0.0210
Br -1.5200 -4.0875 -0.7797
Br 0.7405 -4.3239 -3.0045
H 0.4391 -2.6228 -1.2201
C -0.9027 5.1993 -1.4361
Br 0.4377 3.9670 -2.1417
Br -2.1347 5.7611 -2.8707
Br -0.0147 6.7524 -0.7670
H -1.5387 4.8526 -0.6333
```